No. 1
Formula: C5H12O
Source: OMol25
Level of theory: the ωB97M-V functional and the def2-TZVPD basis

Each line ends with the natural charge from an NBO analysis.
Atoms and positions in Å:
1 C 1.306 1.011 -1.886  -0.61
2 C 0.921 0.207 -0.624  -0.63
3 C -0.708 -0.856 0.841  0.26
4 C 0.015 -1.472 1.983  -0.69
5 O -1.377 0.238 1.058  -0.42
6 C -1.664 0.960 -0.088  -0.32
7 H 0.736 0.681 -2.764  0.20
8 H 1.119 2.085 -1.764  0.20
9 H 2.371 0.901 -2.146  0.20
10 H 1.491 0.573 0.239  0.19
11 H 1.170 -0.846 -0.792  0.19
12 H -1.006 -1.452 -0.021  0.17
13 H 0.962 -1.879 1.607  0.23
14 H -0.542 -2.294 2.454  0.23
15 H 0.232 -0.713 2.740  0.23
16 H -2.114 1.910 0.197  0.19
17 H -0.356 0.712 -0.529  0.22
18 H -2.267 0.398 -0.810  0.16

Properties
energy above the lowest of the compared OMol25 structures with the same formula, charge and spin = 109.66 kcal/mol
2S+1 = 1
orbital gap = 0.3027 hartree
maximum force = 0.3 eV Å⁻¹
DFT total energy = -272.77390 a.u.

=====

No. 2
Formula: C5H7F
Source: OMol25
Level of theory: the ωB97M-V functional and the def2-TZVPD basis

Each line ends with the natural charge from an NBO analysis.
Atoms and positions in Å:
1 C 1.659 0.288 -0.231  -0.37
2 C 0.437 0.041 0.192  -0.05
3 C -0.250 1.016 1.092  -0.63
4 C -0.426 -1.036 -0.139  -0.31
5 C -0.989 -1.054 -1.347  0.25
6 F -1.797 -2.056 -1.642  -0.33
7 H 2.336 -0.470 -0.555  0.20
8 H 2.201 1.230 -0.003  0.20
9 H -0.788 0.575 1.862  0.22
10 H 0.329 1.914 1.539  0.22
11 H -1.090 1.666 0.574  0.21
12 H -0.762 -1.786 0.752  0.23
13 H -0.860 -0.330 -2.093  0.17

Properties
energy above the lowest of the compared OMol25 structures with the same formula, charge and spin = 36.97 kcal/mol
2S+1 = 1
orbital gap = 0.3824 hartree
maximum force = 5.1 eV Å⁻¹
SMILES = C=C(C)/C=C/F
DFT total energy = -294.49465 a.u.

=====

No. 3
Formula: C30H27CaN7O5S
Source: OMol25
Level of theory: the ωB97M-V functional and the def2-TZVPD basis

Each line ends with the natural charge from an NBO analysis.
Atoms and positions in Å:
1 Ca -0.957 -0.269 -0.467  1.78
2 O -1.742 4.285 0.521  -0.70
3 C -2.061 4.177 1.826  0.43
4 C -2.286 5.364 2.527  -0.31
5 C -2.617 5.334 3.864  -0.17
6 C -2.733 4.118 4.536  -0.27
7 C -2.504 2.945 3.850  -0.13
8 C -2.164 2.942 2.493  -0.26
9 C -1.903 1.656 1.789  0.62
10 O -1.778 1.686 0.513  -0.85
11 N -1.793 0.589 2.571  -0.46
12 N -1.508 -0.519 1.856  -0.32
13 C -1.395 -1.640 2.452  0.00
14 C -1.113 -2.842 1.664  0.18
15 C -1.165 -4.086 2.290  -0.23
16 C -0.940 -5.234 1.550  -0.15
17 C -0.658 -5.112 0.200  -0.27
18 C -0.610 -3.838 -0.343  0.06
19 N -0.831 -2.727 0.352  -0.52
20 H -1.709 3.361 0.179  0.51
21 H -2.196 6.295 1.983  0.22
22 H -2.793 6.264 4.390  0.21
23 H -2.998 4.094 5.584  0.21
24 H -2.580 1.990 4.350  0.23
25 H -1.548 -1.741 3.525  0.19
26 H -1.390 -4.141 3.347  0.23
27 H -0.982 -6.206 2.023  0.22
28 H -0.467 -5.972 -0.426  0.23
29 H -0.363 -3.702 -1.392  0.19
30 C -2.530 -3.346 -4.819  -0.67
31 C -3.269 -3.136 -3.552  0.35
32 N -4.208 -3.887 -3.087  -0.26
33 N -4.563 -3.302 -1.901  -0.38
34 C -3.865 -2.192 -1.605  0.22
35 S -3.986 -1.169 -0.301  -0.26
36 N -3.013 -2.097 -2.679  -0.25
37 N -2.073 -1.087 -2.780  -0.67
38 H -3.023 -4.129 -5.388  0.26
39 H -1.499 -3.648 -4.628  0.24
40 H -2.507 -2.432 -5.414  0.24
41 H -5.302 -3.688 -1.340  0.43
42 H -2.383 -0.361 -3.420  0.39
43 H -1.166 -1.432 -3.090  0.41
44 O 1.207 0.339 0.334  -0.78
45 C 2.269 0.491 -0.635  0.05
46 C 1.802 -0.210 -1.959  0.78
47 O 2.669 -0.665 -2.686  -0.66
48 O 0.544 -0.187 -2.175  -0.91
49 C 3.495 -0.178 -0.036  0.05
50 C 3.533 -1.570 0.035  -0.21
51 C 4.576 -2.216 0.673  -0.20
52 C 5.603 -1.479 1.254  -0.21
53 C 5.570 -0.097 1.194  -0.21
54 C 4.519 0.550 0.553  -0.23
55 C 2.461 1.960 -0.979  0.03
56 C 1.634 2.947 -0.459  -0.25
57 C 1.815 4.278 -0.817  -0.19
58 C 2.819 4.630 -1.702  -0.22
59 C 3.640 3.643 -2.237  -0.21
60 C 3.462 2.318 -1.882  -0.22
61 H 1.479 0.753 1.161  0.50
62 H 2.744 -2.150 -0.427  0.21
63 H 4.597 -3.298 0.712  0.21
64 H 6.422 -1.985 1.749  0.21
65 H 6.363 0.487 1.643  0.21
66 H 4.508 1.632 0.511  0.22
67 H 0.822 2.695 0.211  0.22
68 H 1.150 5.028 -0.406  0.22
69 H 2.961 5.666 -1.983  0.21
70 H 4.419 3.910 -2.939  0.21
71 H 4.086 1.544 -2.311  0.24

Properties
2S+1 = 1
orbital gap = 0.2725 hartree
maximum force = 0.5 eV Å⁻¹
DFT total energy = -2994.88905 a.u.

=====

Q: Number 3 is which compound?
A: C30H27CaN7O5S